C23H22ClF2Si as an isolated structure. Source: the OMol25 dataset; level of theory: ωB97M-V/def2-TZVPD.

The geometry in XYZ format:
```
49
Properties=species:S:1:pos:R:3
F 4.366 3.781 -2.905
C 4.068 3.167 -1.719
C 4.499 3.761 -0.540
C 4.045 3.189 0.660
C 3.286 2.014 0.636
C 2.875 1.455 -0.581
C 1.803 0.388 -0.424
C 1.335 -0.406 -1.582
C 0.782 -1.624 -1.493
C 0.235 -2.339 -2.618
C 0.512 -1.852 -3.916
C -0.011 -2.500 -5.027
F 0.263 -1.965 -6.268
C -0.791 -3.655 -4.941
C -1.047 -4.158 -3.646
C -0.550 -3.513 -2.508
C 3.321 1.998 -1.788
H 5.089 4.672 -0.564
H 4.362 3.622 1.616
H 2.934 1.577 1.591
H 2.023 -0.273 0.462
H 1.248 0.189 -2.485
H 0.715 -2.104 -0.522
H 1.103 -0.945 -4.039
H -1.155 -4.139 -5.849
H -1.657 -5.065 -3.553
H -0.793 -3.892 -1.510
H 3.017 1.571 -2.733
H 0.913 0.925 -0.184
Si -1.400 1.173 3.829
C -0.022 0.155 4.569
C -1.012 2.835 3.069
C -2.394 0.115 2.506
C -3.594 0.174 3.266
C -4.766 -0.481 2.867
C -4.772 -1.220 1.669
Cl -6.230 -2.025 1.239
C -3.612 -1.268 0.886
C -2.430 -0.602 1.282
H 0.057 -0.853 4.117
H 0.985 0.606 4.517
H -0.241 0.006 5.621
H -1.303 2.895 1.995
H -1.603 3.595 3.589
H 0.049 3.156 3.120
H -3.579 0.775 4.203
H -5.643 -0.402 3.505
H -3.704 -1.848 -0.027
H -1.577 -0.664 0.607
```

**HOMO energy**: -10.50 eV
**Energy above the lowest of the compared OMol25 structures with the same formula, charge and spin**: 44.3 kcal per mole
**Kohn-Sham gap**: 3.761 eV
**Total charge**: +1
**2S+1**: 1

A 2-piece molecular cluster, H3INP overall. Source: the OMol25 dataset; level of theory: ωB97M-V/def2-TZVPD.

The geometry in XYZ format:
```
6
Properties=species:S:1:pos:R:3
N -0.515 0.924 0.969
P -0.451 -0.903 -1.181
I -0.063 -0.443 2.330
H 0.380 1.515 0.690
H -0.137 -0.067 -2.196
H 0.788 -1.025 -0.611
```

**HOMO energy (spin up / spin down)**: -8.58 / -9.28 eV
**Energy above the lowest of the compared OMol25 structures with the same formula, charge and spin**: 101.6 kcal per mole
**Kohn-Sham gap (spin up / spin down)**: 7.284 / 8.061 eV
**2S+1**: 1

C18H21N3O4S in the gas phase. Source: the OMol25 dataset; level of theory: ωB97M-V/def2-TZVPD.

The geometry in XYZ format:
```
47
Properties=species:S:1:pos:R:3
C 3.511 2.599 0.163
C 4.038 1.693 -0.952
N 3.541 0.335 -0.895
C 2.292 0.055 -1.563
C 1.240 -0.539 -0.609
N 0.963 0.306 0.532
S -0.025 1.625 0.263
O 0.121 2.146 -1.069
O 0.171 2.512 1.370
C -1.626 0.843 0.398
C -2.054 0.462 1.657
C -3.277 -0.167 1.833
C -4.034 -0.396 0.696
C -3.583 -0.003 -0.576
C -2.370 0.625 -0.751
O -4.518 -0.347 -1.505
C -5.557 -0.946 -0.855
O -6.545 -1.369 -1.379
N -5.262 -0.978 0.495
C -6.140 -1.534 1.487
C 4.303 -0.679 -0.353
C 4.100 -2.021 -0.701
C 4.869 -3.026 -0.148
C 5.865 -2.737 0.769
C 6.079 -1.416 1.122
C 5.313 -0.404 0.579
H 3.974 3.579 0.085
H 3.743 2.187 1.143
H 2.434 2.726 0.085
H 5.131 1.663 -0.921
H 3.752 2.123 -1.918
H 1.894 0.994 -1.948
H 2.431 -0.631 -2.411
H 0.298 -0.668 -1.145
H 1.569 -1.508 -0.226
H 1.801 0.568 1.032
H -1.415 0.682 2.496
H -3.624 -0.463 2.809
H -2.009 0.954 -1.711
H -6.430 -0.770 2.210
H -5.652 -2.359 2.007
H -7.025 -1.901 0.969
H 3.353 -2.290 -1.431
H 4.690 -4.049 -0.445
H 6.462 -3.525 1.199
H 6.849 -1.167 1.838
H 5.501 0.610 0.895
```

**HOMO energy**: -7.74 eV
**Energy above the lowest of the compared OMol25 structures with the same formula, charge and spin**: 35.4 kcal per mole
**Kohn-Sham gap**: 8.227 eV
**SMILES**: CCN(CCNS(=O)(=O)c1ccc2c(c1)oc(=O)n2C)c1ccccc1
**2S+1**: 1

C7H8O as an isolated structure. Source: the OMol25 dataset; level of theory: ωB97M-V/def2-TZVPD.

The geometry in XYZ format:
```
16
Properties=species:S:1:pos:R:3
C -1.607 -0.629 0.122
C -1.859 0.909 -0.070
C -0.749 1.701 0.135
C 0.261 0.492 0.438
C 1.605 0.161 -0.205
C 1.109 -1.380 0.217
C -0.194 -0.728 -0.114
H -3.050 1.129 -0.263
H -0.370 2.731 0.022
H 0.302 0.577 1.605
H 2.751 0.405 -0.096
H 1.436 0.263 -1.435
H 1.515 -1.585 1.336
H 1.453 -2.216 -0.492
H -0.012 -0.415 -1.240
O -2.591 -1.415 0.040
```

**HOMO energy**: -9.50 eV
**Energy above the lowest of the compared OMol25 structures with the same formula, charge and spin**: 136.2 kcal per mole
**Kohn-Sham gap**: 9.631 eV
**2S+1**: 1

Among the records above, which one has the lowest energy above the lowest of the compared OMol25 structures with the same formula, charge and spin?
C18H21N3O4S